Computed, not measured: a molecular structure, C2H4BeLiO2 in a non-equilibrium geometry, with ωB97M-V/def2-TZVPD.

CARTESIAN COORDINATES (ANGSTROEM)
O (-0.400, 0.787, 0.553)
C (0.594, -0.172, 0.551)
C (0.527, -1.065, -0.650)
O (-0.283, -0.890, -1.548)
H (0.554, -0.819, 1.448)
H (1.603, 0.283, 0.542)
H (1.284, -1.866, -0.723)
Be (-1.337, 0.451, -1.090)
Li (-0.858, 2.563, 0.277)
H (-1.683, 0.729, 0.638)

HOMO ... -11.4176 eV
Frontier orbital gap ... 6.7730 eV
Net charge ... +1
LUMO ... -4.645 eV

***

Computed, not measured: 3 unconnected molecules or ions with the total composition C2H11N2O2 in a non-equilibrium geometry, with ωB97M-V/def2-TZVPD.

CARTESIAN COORDINATES (ANGSTROEM)
C (-0.004, -1.106, -0.270)
C (-0.618, -0.859, -1.431)
N (-1.078, -1.823, -2.256)
N (0.383, 0.009, 0.599)
H (0.215, -2.110, 0.070)
H (-0.721, 0.175, -1.673)
H (-1.632, -1.571, -3.056)
H (-1.076, -2.771, -1.910)
H (1.287, -0.062, 1.082)
H (-0.362, 0.175, 1.292)
H (0.581, 0.832, 0.029)
H (-2.574, 0.942, 2.628)
H (-1.675, 2.089, 2.458)
O (-1.882, 1.247, 2.024)
H (2.809, 2.058, 0.724)
H (3.580, 1.456, -0.409)
O (2.767, 1.319, 0.100)

HOMO ... -12.4043 eV
Frontier orbital gap ... 9.4503 eV
Net charge ... +1
LUMO ... -2.954 eV

***

Computed, not measured: a molecular structure, C27H33F5N2O7PdSSi, with ωB97M-V/def2-TZVPD.

CARTESIAN COORDINATES (ANGSTROEM)
Pd (-0.311, 1.911, -0.982)
O (3.032, 8.501, -1.377)
C (3.524, 7.493, -0.836)
O (4.551, 7.381, -0.130)
C (2.758, 6.173, -1.065)
C (3.451, 4.972, -1.167)
C (2.746, 3.798, -1.366)
N (1.418, 3.748, -1.422)
C (0.740, 4.890, -1.318)
C (1.372, 6.121, -1.169)
C (-0.790, 4.817, -1.354)
O (-1.412, 5.863, -1.503)
O (-1.353, 3.664, -1.212)
H (4.530, 4.971, -1.069)
H (3.257, 2.843, -1.468)
H (0.781, 7.024, -1.131)
C (2.599, 1.479, 2.124)
C (1.413, 2.112, 1.582)
N (0.466, 2.561, 1.119)
H (2.346, 0.974, 3.055)
H (3.386, 2.214, 2.285)
H (2.918, 0.732, 1.394)
C (-2.265, -4.195, -0.724)
C (-1.324, -3.045, -1.071)
C (-0.048, -3.581, -1.715)
C (-2.016, -2.058, -2.001)
O (-1.037, -2.406, 0.175)
Si (0.196, -1.390, 0.612)
S (0.901, -0.097, -0.843)
O (-0.301, -0.807, 2.076)
C (-1.596, -0.478, 2.604)
C (-1.341, 0.473, 3.769)
C (-2.242, -1.765, 3.112)
C (-2.485, 0.188, 1.567)
O (1.530, -2.312, 0.968)
C (1.777, -3.260, 1.996)
C (2.949, -4.106, 1.505)
C (2.164, -2.526, 3.277)
C (0.564, -4.152, 2.250)
H (-2.553, -4.744, -1.624)
H (-3.166, -3.804, -0.248)
H (-1.778, -4.883, -0.030)
H (-0.289, -4.137, -2.623)
H (0.477, -4.245, -1.025)
H (0.619, -2.757, -1.977)
H (-2.282, -2.542, -2.945)
H (-1.358, -1.215, -2.212)
H (-2.928, -1.677, -1.537)
H (-0.638, 0.018, 4.472)
H (-2.273, 0.685, 4.298)
H (-0.926, 1.411, 3.405)
H (-1.626, -2.215, 3.896)
H (-2.350, -2.473, 2.290)
H (-3.230, -1.552, 3.527)
H (-1.995, 1.060, 1.136)
H (-3.417, 0.518, 2.032)
H (-2.728, -0.503, 0.759)
H (3.799, -3.461, 1.278)
H (2.668, -4.635, 0.592)
H (3.247, -4.838, 2.260)
H (3.041, -1.902, 3.093)
H (2.406, -3.237, 4.072)
H (1.342, -1.889, 3.603)
H (0.271, -4.666, 1.335)
H (-0.286, -3.562, 2.594)
H (0.804, -4.899, 3.012)
F (0.816, 1.173, -3.852)
C (-0.512, 0.985, -3.781)
C (-1.201, 1.238, -2.607)
C (-2.565, 1.012, -2.655)
F (-3.330, 1.198, -1.564)
C (-3.216, 0.550, -3.785)
F (-4.543, 0.320, -3.780)
C (-2.491, 0.298, -4.933)
F (-3.108, -0.154, -6.041)
C (-1.128, 0.519, -4.931)
F (-0.421, 0.281, -6.051)

HOMO ... -2.8914 eV
Frontier orbital gap ... 6.6137 eV
Net charge ... -2
LUMO ... 3.722 eV